1.
This record from the Open Molecules 2025 dataset describes a molecular structure, C18H25BrF16NO6S2 in a non-equilibrium geometry. The level of theory is ωB97M-V/def2-TZVPD.

* highest occupied orbital energy: -6.0 eV
* spin multiplicity: 1
* total charge: -1
* Kohn-Sham gap: 7.839 eV
* lowest unoccupied orbital energy: 1.86 eV
* molecular weight: 799.41 u
* E: -168039.6152 eV

Structure (XYZ):
```
69
Properties=species:S:1:pos:R:3:lowdin_charge:R:1
C 2.63580 0.40320 1.42250 -0.12
C 3.43068 1.32486 0.42057 -0.24
C 2.47656 2.48456 -0.10239 -0.19
C 2.11957 2.25432 -1.61882 -0.20
C 2.80663 3.25256 -2.61504 -0.19
C 3.97834 2.65765 -3.45839 -0.21
C 3.69778 1.25566 -4.08533 -0.23
C 2.39942 1.17676 -4.94269 -0.22
S 1.08830 0.12908 -4.17753 0.60
O 1.65235 -0.80807 -3.17301 -0.37
O 0.08858 1.10615 -3.63537 -0.40
N 0.40001 -0.74898 -5.45282 -0.38
S -0.91335 -1.64304 -4.95615 0.23
O -0.74064 -3.06530 -5.37850 -0.44
O -1.26910 -1.55244 -3.52145 -0.42
Br -2.76000 -0.97029 -6.09017 0.31
H 3.38651 -0.27179 1.89375 0.06
H 2.10738 1.02682 2.16764 0.06
H 1.93828 -0.26727 0.87501 0.08
H 3.77291 0.67616 -0.41640 0.10
H 4.33602 1.75759 0.89526 0.09
H 1.52758 2.34053 0.46262 0.09
H 2.88909 3.48835 0.12193 0.09
H 1.02256 2.41272 -1.71227 0.10
H 2.28553 1.18459 -1.84108 0.07
H 3.25088 4.07040 -1.99484 0.10
H 2.02775 3.75367 -3.22895 0.11
H 4.95252 2.63954 -2.92078 0.11
H 4.14150 3.35949 -4.31660 0.10
H 3.70384 0.51975 -3.24949 0.09
H 4.56228 0.96015 -4.72242 0.11
H 1.98148 2.15157 -5.24897 0.10
H 2.66956 0.64950 -5.88802 0.09
C 3.24530 -0.89487 6.64517 -0.03
C 3.22402 0.03535 5.40644 -0.44
C 3.44160 1.53388 5.64263 -0.31
F 2.48436 2.08938 6.40157 0.10
F 3.41870 2.19082 4.45905 0.09
F 2.08181 -0.17596 4.72373 0.13
F 4.23851 -0.38317 4.60041 0.10
O 1.99039 -1.32487 7.19730 0.03
C 1.32946 -0.55974 8.16495 -0.53
C -0.04659 -0.09101 7.68403 -0.29
F 0.05007 0.68594 6.59325 0.11
F -0.64992 0.64285 8.64692 0.10
F 2.10489 0.44651 8.59013 0.15
F 1.15537 -1.36980 9.22874 0.14
H 3.69094 -1.82490 6.28928 0.15
H 3.92383 -0.53782 7.42014 0.14
H 4.41258 1.71969 6.11056 0.17
H -0.68064 -0.94502 7.43892 0.18
C -4.80129 -2.22923 -2.71578 -0.03
C -5.23542 -3.52491 -1.98618 -0.44
C -6.38119 -4.33897 -2.59494 -0.30
F -7.54388 -3.66727 -2.63141 0.09
F -6.60841 -5.44934 -1.84286 0.08
F -5.50158 -3.23386 -0.69089 0.12
F -4.14817 -4.34138 -1.97746 0.11
O -5.28438 -0.97537 -2.19804 0.04
C -6.51338 -0.45212 -2.60515 -0.54
C -7.48560 -0.30295 -1.43225 -0.29
F -7.75476 -1.48767 -0.85450 0.10
F -8.66518 0.20743 -1.86223 0.09
F -7.02788 -1.16023 -3.61990 0.15
F -6.25760 0.77581 -3.09905 0.15
H -3.72014 -2.16087 -2.56986 0.14
H -4.92944 -2.29853 -3.79565 0.13
H -6.13277 -4.66566 -3.60801 0.17
H -7.07023 0.35943 -0.67087 0.17
```



2.
This record from the Open Molecules 2025 dataset describes 2 unconnected molecules or ions with the total composition C2H9N5 in a non-equilibrium geometry. The level of theory is ωB97M-V/def2-TZVPD.

* highest occupied orbital energy (spin up / spin down): -18.8 / -18.8 eV
* relative energy (zero: lowest compared OMol25 entry of this formula, charge and spin): 5.782 eV
* spin multiplicity: 1
* total charge: +2
* Kohn-Sham gap (spin up / spin down): 8.353 / 8.354 eV
* lowest unoccupied orbital energy (spin up / spin down): -10.43 / -10.43 eV
* molecular weight: 103.13 u
* E: -9647.7673 eV

Structure (XYZ):
```
16
Properties=species:S:1:pos:R:3:lowdin_charge:R:1
C -0.05416 1.32758 -0.02134 -0.17
C 1.13107 -1.29536 0.38914 0.00
N -0.55044 1.03114 -1.06580 0.10
N 0.09432 -0.57095 0.96246 -0.05
N 0.30135 2.14929 0.90950 0.25
N -0.55719 0.31038 -2.17708 0.10
N -0.97380 -1.12141 1.19475 0.24
H 1.93218 -0.62458 0.32522 0.10
H 1.43151 -2.31509 0.75004 0.17
H 0.78767 -1.45408 -0.57799 0.09
H 0.15143 3.12964 0.67531 0.18
H 0.49678 1.73033 1.80614 0.15
H 0.18009 0.30535 -2.90828 0.16
H -1.52539 0.01495 -2.69203 0.23
H -1.80877 -0.48995 1.54055 0.25
H -1.03664 -2.12723 0.88941 0.21
```



3.
This record from the Open Molecules 2025 dataset describes 20 unconnected molecules or ions with the total composition H40O20 in a non-equilibrium geometry. The level of theory is ωB97M-V/def2-TZVPD.

* highest occupied orbital energy (spin up / spin down): 0.0 / -7.9 eV
* relative energy (zero: lowest compared OMol25 entry of this formula, charge and spin): 2.127 eV
* spin multiplicity: 2
* total charge: -1
* Kohn-Sham gap (spin up / spin down): 2.098 / 10.051 eV
* lowest unoccupied orbital energy (spin up / spin down): 2.10 / 2.14 eV
* molecular weight: 360.30 u
* E: -41597.1856 eV

Structure (XYZ):
```
60
Properties=species:S:1:pos:R:3:lowdin_spin:R:1
O 3.52066 3.46020 -1.48134 0.02
H 2.58567 3.24486 -1.23369 0.01
H 3.65088 4.32843 -1.12497 0.00
O -0.29880 -3.55897 3.89490 0.01
H 0.22588 -2.76787 4.00136 0.00
H 0.04777 -4.32729 3.35964 0.00
O 1.13448 -1.97071 -3.75739 0.02
H 1.91420 -1.61763 -4.18779 0.01
H 1.31145 -2.21344 -2.82833 0.01
O 3.04592 -0.43721 -1.43811 0.07
H 2.26291 0.06536 -1.33885 0.02
H 3.52891 -0.57774 -0.65517 0.03
O -1.67041 3.05242 0.51093 0.04
H -0.93822 2.85715 -0.17740 0.01
H -2.56827 3.02841 0.09788 0.01
O -4.65808 1.96640 2.46182 0.04
H -4.76704 2.34703 3.30920 0.01
H -5.45228 2.31438 1.99543 0.01
O -0.70109 -1.73893 1.36631 0.03
H 0.06872 -2.35400 1.11984 0.01
H -1.15542 -1.47074 0.55893 0.01
O 4.74125 1.00614 -3.70479 0.01
H 3.97051 1.43101 -3.23379 0.01
H 4.78113 0.31053 -2.89513 0.01
O 2.93774 1.54946 3.27230 0.03
H 3.64833 1.24697 2.67273 0.01
H 2.44330 0.82918 3.61677 0.01
O -3.07600 0.96273 -0.39840 0.04
H -2.27716 0.82973 -0.84359 0.01
H -2.91431 1.52286 0.39950 0.01
O -1.62130 -2.01674 -1.58572 0.03
H -2.40589 -1.69632 -1.05108 0.01
H -1.98380 -2.18405 -2.39605 0.01
O 1.98290 0.73474 -4.56394 0.01
H 2.88009 0.72186 -4.56187 0.00
H 1.70042 0.28231 -3.83544 0.01
O -0.09870 0.76416 -1.61045 0.04
H -0.86863 1.25435 -1.24655 0.01
H -0.35824 0.28375 -2.36817 0.01
O -0.84739 1.40266 2.90422 0.03
H -1.34878 0.85320 2.34857 0.01
H -1.43325 1.63784 3.66229 0.01
O 1.17523 -3.12442 -0.24048 0.06
H 2.13517 -2.97516 -0.25303 0.03
H 0.83098 -3.84700 -0.70361 0.01
O 1.23191 0.16170 4.47736 0.01
H 0.52413 0.18429 3.82256 0.00
H 1.26575 1.05141 4.86145 0.01
O 0.98030 3.63082 0.66754 0.02
H 0.69910 3.97170 1.50678 0.01
H 1.50382 2.85169 0.96325 0.01
O -3.64200 -3.62850 1.53173 0.02
H -3.37059 -2.83827 1.97753 0.01
H -4.58550 -3.71730 1.40556 0.00
O -2.36166 1.60856 -4.03967 0.03
H -2.35509 2.56869 -4.03415 0.01
H -3.21883 1.20920 -4.01467 0.01
O -0.51134 -4.49136 1.18857 0.01
H -1.35613 -4.03077 1.09999 0.01
H 0.11470 -3.94175 0.74870 0.00
```



- Which formula does entry 1 have?
  C18H25BrF16NO6S2



- What is the total charge in the second record?
  +2



- Among the records above, which one has the lowest E?
  C18H25BrF16NO6S2



- What is the spin multiplicity in the third record?
  2